# 1
26
Properties=species:S:1:pos:R:3:mulliken_charge:R:1 method="wB97M-V/def2-TZVPD" charge=+1 smiles=CB(O)n1c(NBr)nc[n+]1CCCF max_force_ev_per_a=4.304 e_lumo_ev=-3.784
C 2.1423 -1.3640 1.3578 -0.8971
B 1.1102 -0.1608 1.1634 0.2643
O 0.6220 0.6048 2.1918 -0.5744
N 0.6914 0.1149 -0.2820 0.2498
C 1.2930 0.9678 -1.1799 0.6162
N 2.3560 1.7234 -0.9111 -0.3865
Br 3.0200 2.8503 -2.2319 0.0918
N 0.6524 0.9189 -2.3615 -0.6564
C -0.3691 0.0401 -2.2377 0.1665
N -0.3204 -0.3924 -0.9850 0.1052
C -1.2937 -1.3406 -0.4277 -0.8351
C -2.3602 -0.5906 0.4681 -0.3608
C -2.3908 0.9394 0.2833 -0.3316
F -2.8268 1.3371 -0.9794 -0.3033
H 2.5694 -1.6441 0.3709 0.3353
H 1.6108 -2.2655 1.7225 0.3115
H 2.9736 -1.0770 2.0278 0.3560
H 1.3985 0.9485 2.6709 0.3309
H 2.8555 1.7394 -0.0331 0.2624
H -1.1077 -0.2850 -2.9705 0.3579
H -1.8454 -1.8755 -1.2231 0.4146
H -0.7985 -2.1430 0.1584 0.2579
H -3.3640 -1.0201 0.3087 0.3930
H -2.0638 -0.7628 1.5260 0.2862
H -1.4233 1.4044 0.5619 0.1593
H -3.1313 1.3325 1.0113 0.3861

# 2
12
Properties=species:S:1:pos:R:3:mulliken_charge:R:1 method="wB97M-V/def2-TZVPD" charge=0 de_lowest_ev=4.121 max_force_ev_per_a=1.930 e_lumo_ev=0.680
C 2.5441 0.7325 0.0903 -0.1048
O 3.2418 0.0696 0.8150 -0.4004
C -0.2716 -0.8215 -0.1260 -0.2335
C -1.2745 -0.6430 0.7298 -0.3717
C -1.9293 0.2372 -0.2861 -0.1512
O -0.9081 -0.2550 -1.2339 -0.3842
H 1.9719 1.6075 0.4552 0.2413
H 2.4362 0.5124 -0.9904 0.2659
H 0.5940 -1.4731 -0.1496 0.4457
H -1.6912 -1.3530 1.4149 0.2660
H -1.7277 1.3120 -0.1898 0.1612
H -2.9855 0.0745 -0.5294 0.2657

# 3
8
Properties=species:S:1:pos:R:3:mulliken_charge:R:1 method="wB97M-V/def2-TZVPD" charge=0 smiles="O=CN1CO1" de_lowest_ev=4.486 max_force_ev_per_a=5.100 e_lumo_ev=0.655
C -1.4415 -0.5806 -0.0955 0.1886
C 1.0868 0.6162 0.1362 0.0072
N 0.2349 -0.4280 0.4804 -0.3178
O -2.1288 0.3624 -0.1645 -0.3467
O 1.2799 -0.6480 -0.4131 -0.3090
H -1.5935 -1.6308 -0.3137 0.3426
H 0.7875 1.3967 -0.5555 0.2342
H 1.7747 0.9122 0.9258 0.2010

# 4
55
Properties=species:S:1:pos:R:3:mulliken_charge:R:1 method="wB97M-V/def2-TZVPD" charge=+1 smiles=CC[NH+](CC)CCn1c(NCc2cccc(OC)c2)nc2ccccc21 de_lowest_ev=0.668 max_force_ev_per_a=0.769 e_lumo_ev=-2.227
C -1.5738 0.6232 -3.1374 -1.0723
C -1.5286 -0.8937 -3.2160 -0.4807
N -1.3795 -1.5160 -1.8754 0.9798
C -2.6561 -1.4933 -1.1134 -0.6432
H -3.2847 -0.6882 -1.4977 0.4187
H -3.1821 -2.4380 -1.2678 0.3745
C -2.4264 -1.2400 0.3830 -0.9977
N -2.0326 0.1204 0.6191 0.2599
C -0.8119 0.6914 0.3251 -0.1411
N -0.7778 1.9725 0.4761 -0.3294
C -2.0362 2.3287 0.9106 0.3303
C -2.5478 3.5775 1.2342 -0.8612
C -3.8663 3.6385 1.6375 -0.4772
C -4.6614 2.4957 1.7192 -0.6917
C -4.1681 1.2436 1.4027 -1.0771
C -2.8469 1.1770 0.9999 1.0866
H -4.7922 0.3653 1.4737 0.3507
H -5.6875 2.5901 2.0383 0.4098
H -4.2971 4.5923 1.8986 0.4036
H -1.9281 4.4563 1.1721 0.4791
N 0.2062 -0.1204 -0.2030 0.0287
H 0.4778 -0.8345 0.4746 0.4493
C 1.4244 0.6116 -0.6239 -1.0007
C 2.4359 0.6761 0.4871 0.1431
C 3.4086 -0.3030 0.5885 -0.4224
C 4.3346 -0.2848 1.6333 0.5035
C 4.2588 0.7277 2.5852 -0.4711
C 3.2738 1.6960 2.4838 -0.9668
C 2.3610 1.6797 1.4463 -0.5720
H 1.5930 2.4332 1.3704 0.5138
H 3.2248 2.4763 3.2274 0.3963
H 4.9604 0.7726 3.4022 0.4179
O 5.2436 -1.2900 1.6252 -0.4176
C 6.2479 -1.3051 2.6160 -0.8773
H 6.8697 -2.1690 2.3893 0.2469
H 5.8214 -1.4189 3.6171 0.3539
H 6.8592 -0.3991 2.5784 0.3705
H 3.4937 -1.0896 -0.1472 0.4107
H 1.1166 1.6152 -0.9165 0.6505
H 1.8404 0.0815 -1.4859 0.5839
H -1.6733 -1.9266 0.7851 0.3089
H -3.3617 -1.4191 0.9179 0.4603
C -0.8291 -2.8939 -1.9563 -0.4559
C 0.6653 -2.9143 -2.2320 -1.1169
H 1.0025 -3.9467 -2.2628 0.4467
H 1.2164 -2.4055 -1.4460 0.1932
H 0.9163 -2.4607 -3.1865 0.3439
H -1.3701 -3.4367 -2.7355 0.3567
H -1.0182 -3.3894 -1.0022 0.4043
H -0.6592 -0.9186 -1.3057 -0.3329
H -2.4341 -1.2890 -3.6833 0.3650
H -0.6746 -1.1907 -3.8246 0.4087
H -0.6569 1.0185 -2.7087 0.1641
H -2.4127 0.9865 -2.5495 0.3342
H -1.6772 1.0271 -4.1404 0.4571

How do the records compare in Kohn-Sham gap? In the order shown, they have 9.2, 9.6, 9.5, 8.6 eV.